No. 1
Computed, not measured: an isolated molecule of C3H6OSe at a distorted geometry, with ωB97M-V/def2-TZVPD.

Atoms and positions in Å:
C  -1.449  -0.759  0.197
C  0.999  -0.182  0.093
C  -0.489  0.367  -0.092
O  -2.224  -1.172  -0.631
Se  -0.842  1.236  -1.770
H  -1.174  -1.311  1.187
H  1.375  -0.800  0.901
H  1.652  0.672  0.006
H  1.104  -0.655  -0.931
H  -0.815  1.207  0.703
H  -1.042  0.080  -2.455

Atoms 1-6, force components in eV/Å:
0.83 -1.09 -0.52
-0.88 0.92 -2.97
-0.25 1.19 3.38
0.05 -0.09 1.22
0.66 2.72 1.21
-0.89 0.68 -1.12

The highest occupied orbital energy comes out at -9.0103 eV. Its total energy is -70600.432 eV. The gap between HOMO and LUMO is 9.77 eV. For the LUMO energy, the calculation gives 0.76 eV. As for the total charge: 0. For the largest force on an atom, the calculation gives 3.59 eV/Å. The value obtained for the energy above the lowest of the compared OMol25 structures with the same formula, charge and spin is 0.384 eV.

---

No. 2
Computed, not measured: a cluster of 2 separate species, C5H10BrN2O2 in total at a distorted geometry, with ωB97M-V/def2-TZVPD.

Atoms and positions in Å:
C  -0.807  -0.858  -0.881
C  1.950  1.611  1.296
C  -0.618  -2.004  0.024
C  -1.448  -0.933  -2.271
C  2.436  2.394  2.548
N  -0.152  0.172  -0.612
N  0.892  0.931  1.298
O  -0.147  1.376  -1.282
O  0.041  0.725  2.083
Br  3.121  1.535  -0.189
H  0.240  -2.553  -0.357
H  -1.411  -2.726  0.113
H  -0.340  -1.580  0.994
H  -0.716  -1.554  -2.898
H  -1.431  0.114  -2.637
H  -2.460  -1.398  -2.281
H  1.718  2.863  3.200
H  3.065  3.260  2.315
H  3.025  1.655  3.140
H  0.138  1.329  -2.155

Atoms 1-6, force components in eV/Å:
-0.88 -0.72 -2.49
2.03 0.98 -1.24
0.81 0.10 0.71
0.72 -0.24 0.06
0.65 -0.73 0.01
2.25 2.54 1.66

The highest occupied orbital energy (spin up / spin down) comes out at -14.1145 / -14.1536 eV. Its total energy is -82451.123 eV. The gap between HOMO and LUMO (spin up / spin down) is 7.10 / 7.16 eV. For the LUMO energy (spin up / spin down), the calculation gives -7.02 / -7.00 eV. As for the total charge: +1. For the largest force on an atom, the calculation gives 3.77 eV/Å. The value obtained for the energy above the lowest of the compared OMol25 structures with the same formula, charge and spin is 4.170 eV.

---

No. 3
Computed, not measured: a structure of composition C24H42MoNP3S at a distorted geometry, with ωB97M-V/def2-TZVPD.

Atoms and positions in Å:
Mo  -0.045  0.182  -0.629
P  1.716  -1.745  -0.460
P  0.639  0.714  1.820
P  -0.551  -0.796  -2.941
H  1.069  2.657  -1.210
C  0.468  1.860  -1.657
C  -1.020  1.801  -1.371
H  -1.435  2.426  -0.568
C  3.336  -1.356  -1.226
C  2.273  -2.448  1.141
C  1.235  -3.327  -1.252
C  0.010  2.053  2.923
C  0.212  -0.689  2.937
C  2.443  0.970  2.137
C  -1.514  0.231  -4.138
C  -1.583  -2.315  -2.997
C  0.903  -1.103  -4.046
H  0.778  1.754  -2.701
H  -1.692  1.769  -2.240
H  4.007  -2.222  -1.131
H  3.789  -0.499  -0.713
H  3.214  -1.107  -2.285
H  2.978  -3.267  0.939
H  1.421  -2.852  1.698
H  2.779  -1.707  1.766
H  2.003  -4.084  -1.032
H  1.136  -3.234  -2.338
H  0.278  -3.670  -0.839
H  0.181  1.773  3.973
H  -1.063  2.210  2.775
H  0.534  2.996  2.735
H  1.113  -1.139  3.374
H  -0.361  -1.471  2.425
H  -0.413  -0.297  3.752
H  2.651  0.741  3.196
H  2.700  2.021  1.942
H  3.074  0.340  1.497
H  -1.519  -0.285  -5.110
H  -1.068  1.223  -4.274
H  -2.549  0.344  -3.793
H  -1.662  -2.658  -4.039
H  -2.587  -2.069  -2.621
H  -1.151  -3.111  -2.381
H  0.545  -1.132  -5.086
H  1.404  -2.049  -3.817
H  1.626  -0.281  -3.948
C  -0.112  5.126  0.912
C  0.828  4.132  0.628
C  2.192  4.405  0.567
C  2.623  5.693  0.896
C  1.703  6.682  1.264
C  0.331  6.408  1.280
S  -1.815  4.689  0.786
H  -1.938  4.116  1.974
H  0.416  3.136  0.437
H  2.900  3.627  0.274
H  3.688  5.912  0.876
H  2.054  7.675  1.541
H  -0.420  7.157  1.533
N  -1.673  -0.593  0.061
C  -2.494  -1.302  0.545
C  -3.028  -2.518  1.010
C  -2.782  -2.963  2.331
C  -3.119  -4.266  2.692
C  -3.782  -5.100  1.784
C  -4.114  -4.626  0.509
C  -3.761  -3.336  0.122
H  -2.327  -2.283  3.051
H  -2.887  -4.620  3.699
H  -4.075  -6.109  2.084
H  -4.675  -5.253  -0.186
H  -4.035  -2.939  -0.858

Atoms 1-6, force components in eV/Å:
2.50 -0.47 2.04
1.29 -2.07 -0.87
1.27 -0.24 2.08
-0.30 -0.59 -2.12
-0.15 -0.52 0.15
-1.58 1.51 -0.33

The highest occupied orbital energy (spin up / spin down) comes out at -19.9165 / -19.9131 eV. As for the spin multiplicity: 3. Its total energy is -67572.527 eV. The gap between HOMO and LUMO (spin up / spin down) is 5.17 / 4.74 eV. For the LUMO energy (spin up / spin down), the calculation gives -14.74 / -15.17 eV. As for the total charge: +4. For the largest force on an atom, the calculation gives 3.92 eV/Å.